93
Properties=species:S:1:pos:R:3:forces:R:3:lowdin_charge:R:1 method="wB97M-V/def2-TZVPD" total_charge=0 spin_multiplicity=2 homo_lumo_gap_ha="0.3670 / 0.1085" e_tot_ev=-126751.1604 s_squared=0.7540 e_homo_ev="-10.48 / -10.47"
S -15.662906 40.080287 -33.876457 0.1634 -1.0795 -0.7586 0.703
S -9.639374 35.868850 -35.276191 -1.2658 -0.9228 -1.5543 0.757
S -16.259080 31.905596 -39.062994 0.6670 -2.1692 0.4079 0.699
S -14.482511 35.872304 -35.521247 -0.8223 0.1700 -2.4947 0.598
S -14.772560 37.072000 -40.845967 -0.8241 1.1690 0.3266 0.723
F -12.762940 33.936399 -34.611848 -1.4338 -0.4460 -0.9550 0.109
F -13.424342 33.659608 -36.757947 0.1538 0.6973 2.0165 0.086
F -14.857465 33.261320 -35.209247 0.8896 -0.1369 0.9522 0.115
O -18.454963 36.456348 -35.775132 -0.6467 0.2056 -0.0640 -0.053
O -10.777779 36.158016 -34.410931 1.1405 -0.3813 -0.3863 -0.309
O -13.446029 36.637633 -36.219150 -1.4508 -1.3048 1.3690 -0.284
O -9.441359 34.194486 -35.207799 -1.7434 3.7166 1.4049 -0.274
O -11.752141 37.627814 -38.053697 0.1115 0.3983 -0.6542 -0.063
O -14.656283 36.148726 -34.105122 0.9738 0.2448 1.4714 -0.334
O -14.382227 37.072175 -42.265987 -0.4994 -0.0940 3.0727 -0.299
O -16.067418 41.472158 -34.098351 0.4186 -2.4148 0.6291 -0.294
O -14.825215 31.789952 -38.822219 -1.5961 0.4925 -0.0365 -0.309
O -16.070631 35.917966 -31.755054 0.0299 0.0263 0.3132 -0.050
O -12.914338 29.119754 -36.735481 0.6261 -0.9586 0.2276 0.082
O -11.202449 28.965287 -35.283394 0.5459 -1.7126 -1.7625 0.032
O -15.824798 35.841027 -36.160007 2.6707 -0.6470 0.3865 -0.317
O -16.289044 36.403901 -40.849983 1.1831 0.8048 0.2372 -0.266
O -14.848857 39.651130 -32.749236 -0.6202 0.8950 -0.9547 -0.315
O -14.775995 39.588227 -35.190017 0.0709 0.0867 4.0225 -0.269
O -11.448876 27.399427 -36.983378 -1.6709 2.3275 2.5189 0.133
O -10.188211 33.570753 -32.279177 0.0053 0.2350 0.1820 -0.043
O -16.718998 32.235946 -40.403608 0.1531 -0.3767 2.4748 -0.272
O -14.810107 38.336107 -40.043121 0.1996 -3.0696 -2.0112 -0.328
O -9.766545 36.241344 -36.691460 1.0640 -0.7338 2.7955 -0.262
O -12.537975 36.690082 -32.424304 0.7108 0.5528 2.2796 0.462
O -16.933550 30.386804 -38.668725 0.2731 2.3523 -2.6030 -0.281
C -8.124852 36.420833 -34.466760 -0.2044 -0.6319 -0.8268 -0.071
C -8.409543 32.252413 -35.695276 0.4849 -1.1619 0.2492 -0.056
C -15.246888 39.873898 -36.443121 -0.2159 0.6264 -2.2885 -0.331
C -8.630319 33.638465 -36.186802 1.2049 -0.9754 -0.8822 -0.316
C -13.804958 34.044395 -35.481081 -0.5274 1.1665 -2.1875 -0.537
C -17.059882 38.794463 -34.019943 1.1474 2.1036 -0.5014 -0.063
C -17.755506 28.832022 -37.203420 -0.3969 -0.3015 -0.0059 -0.062
C -14.063127 40.264489 -37.315170 -0.1870 0.3814 -0.1841 -0.041
C -17.043962 32.859576 -37.696204 1.0905 -0.4407 -0.4950 -0.096
C -18.105272 35.578030 -39.564349 -0.8901 -0.7251 -0.9741 -0.072
C -12.035266 29.904015 -34.687154 -1.1747 -0.3429 -0.1181 -0.138
C -13.049902 30.145811 -35.800516 -2.3781 1.5042 0.7593 -0.142
C -16.557133 29.658414 -37.528930 0.6443 0.8495 1.0760 -0.323
C -16.970985 36.486135 -39.561817 1.8771 0.8826 0.5334 -0.299
C -11.902407 28.341456 -36.334125 3.5099 -1.2480 -2.5919 -0.473
C -13.881405 35.754487 -39.880223 -0.1935 0.2170 -1.0423 -0.090
H -12.826259 35.881063 -40.122614 -0.0802 0.0852 0.2051 0.068
H -12.019306 36.818675 -33.218459 1.5828 0.1548 -1.9456 0.077
H -9.123316 33.632228 -37.158924 0.1684 0.3544 -0.0271 0.136
H -15.736116 38.974393 -36.816811 -0.1580 -0.0100 -0.3248 0.116
H -17.382140 38.952581 -35.049147 -0.2615 -0.3117 0.1077 0.050
H -11.549809 30.842443 -34.419210 0.3137 -0.3515 0.1916 0.118
H -7.821238 37.405113 -34.823277 -0.4718 0.0986 0.2749 0.088
H -16.312470 36.082295 -38.792810 0.5182 0.4545 0.1307 0.082
H -18.600997 29.519206 -37.235399 -0.2372 -0.3056 -0.0281 0.084
H -17.850357 39.069220 -33.321549 0.2195 -0.2342 0.0355 0.072
H -18.112976 32.657460 -37.762908 0.1293 0.6555 -0.0231 0.087
H -10.446146 32.693359 -31.996540 -0.0306 -0.2214 0.1960 0.036
H -13.025208 31.139509 -36.247787 0.6971 -0.1520 -0.4481 0.116
H -13.277931 39.508473 -37.316359 -0.1668 -0.0082 -0.1900 0.062
H -17.850460 28.064791 -37.971822 -0.3227 -0.0160 0.0906 0.088
H -18.624491 35.992942 -34.954923 -0.1063 -0.0991 0.1695 0.033
H -16.625678 33.866020 -37.681975 -0.7439 0.3720 -0.7850 0.043
H -17.633011 36.084697 -36.095285 0.4831 -0.0138 -0.0171 -0.033
H -14.093829 30.080236 -35.493910 -0.0145 0.0377 0.6376 0.124
H -17.163967 37.539693 -39.359632 -0.1528 -0.1210 0.0911 0.124
H -18.429828 35.331592 -38.553397 -0.2951 0.3465 -0.1094 0.075
H -12.598186 37.410191 -37.662441 -0.1359 -0.0071 0.0643 -0.032
H -17.738637 28.360494 -36.220833 0.2694 0.0035 -0.0317 0.083
H -13.624555 41.205752 -36.983849 -0.0069 -0.0216 0.3746 0.083
H -10.395905 33.592702 -33.213316 0.0327 0.0558 -0.4181 -0.016
H -12.428954 29.323626 -33.852740 -0.4979 0.9463 0.5276 0.136
H -8.298442 36.296745 -33.397846 0.0868 0.2482 -0.1353 0.085
H -14.420860 40.484645 -38.320972 0.0922 -0.4413 -0.1489 0.078
H -7.360856 35.727514 -34.818498 0.0284 -0.0509 0.1685 0.063
H -16.390230 30.410469 -36.757779 0.2596 -0.2192 0.5373 0.093
H -18.880356 35.995368 -40.207138 -0.3940 -0.4273 0.2306 0.095
H -13.400298 36.421925 -32.741650 -2.6008 -0.8103 -1.0691 0.079
H -9.372605 31.750831 -35.600203 0.1386 -0.2416 0.0401 0.076
H -15.948358 40.707849 -36.419271 -0.1931 -0.0288 0.0018 0.117
H -11.118726 37.105305 -37.561755 0.0617 -0.0635 0.0748 -0.033
H -15.925746 35.860479 -32.699479 0.1495 0.0277 -0.4394 -0.027
H -15.639194 29.085492 -37.660225 0.0249 0.0407 -0.2784 0.121
H -14.237586 34.796130 -40.258101 0.0154 0.1093 -0.3638 0.065
H -7.654050 34.123208 -36.192373 -0.0313 0.3837 -0.4808 0.118
H -17.696518 34.671390 -40.010472 -0.4859 -0.3132 -0.1210 0.071
H -16.578329 37.825070 -33.891596 -0.1448 0.2965 0.1705 0.030
H -16.626237 32.551321 -36.737769 -0.1258 -0.9163 -0.1975 0.044
H -16.875055 35.421346 -31.605002 -0.1818 -0.1011 0.2132 0.037
H -14.055667 35.731359 -38.804495 -0.0639 0.7514 -0.1437 0.038
H -7.736112 31.664929 -36.319344 -0.3100 0.0705 -0.4368 0.094
H -7.886760 32.254813 -34.738829 -0.3263 0.1635 0.2562 0.090

25
Properties=species:S:1:pos:R:3:forces:R:3:lowdin_charge:R:1 method="wB97M-V/def2-TZVPD" total_charge=0 spin_multiplicity=1 homo_lumo_gap_ha=0.3332 e_tot_ev=-11506.8332 e_homo_ev=-8.30 e_above_lowest_kj_mol=310.8
O 0.338264 1.514296 1.623341 -0.1456 -0.6744 -0.7523 -0.028
N 1.054721 -1.278537 1.173289 -0.3080 0.2397 0.0967 0.034
N -1.525248 0.472578 -0.020005 2.0233 -1.6664 -0.3043 -0.200
C 1.039367 -1.253998 -1.260371 -0.8562 0.4914 -0.0703 -0.081
C -2.337945 1.206183 -0.983024 0.4168 -0.2124 -0.1678 -0.086
C 2.673458 0.138774 -0.037240 0.0863 0.4630 0.0347 -0.087
C -2.295320 -0.135689 1.067427 0.3942 -0.1524 -0.0999 -0.080
C 1.240652 -0.407336 0.003237 0.3572 0.7353 1.6210 -0.526
C 0.270443 1.140058 0.465907 2.0844 -1.2532 -0.0512 -0.289
H -2.918791 1.989751 -0.485904 0.1623 -0.1918 0.1426 0.090
H 2.914646 0.724207 0.855484 -0.2211 0.0295 -0.0744 0.079
H 0.409155 1.797302 -0.404610 -0.4951 0.2166 -0.0909 0.115
H 1.096583 -0.636370 -2.162631 0.0989 -0.1148 0.0153 0.081
H -2.890069 -0.962139 0.672691 -0.2518 0.0404 0.0801 0.084
H 0.070075 -1.762475 -1.260517 -0.0367 0.0203 -0.0065 0.069
H 1.031669 -0.699838 2.014213 -0.0238 0.0229 -0.1823 0.066
H 3.421656 -0.665101 -0.069747 -0.2732 -0.0759 -0.1416 0.078
H 2.837497 0.774320 -0.915005 0.0192 -0.0157 0.0584 0.077
H -1.698053 1.693390 -1.721559 -0.0121 -0.1011 0.0125 0.080
H -2.939478 0.599203 1.556298 0.0975 -0.0082 -0.1647 0.089
H -0.767795 -0.249683 -0.381181 -2.9842 1.5794 0.2322 0.120
H 1.780199 -2.062942 -1.332447 0.0460 0.3580 0.1564 0.085
H 1.838306 -1.919146 1.293519 -0.1191 0.1040 -0.1660 0.073
H -1.612844 -0.555765 1.806835 0.0384 0.1497 -0.0515 0.076
H -3.031149 0.538958 -1.497999 -0.0976 0.0162 -0.1262 0.081

105
Properties=species:S:1:pos:R:3:forces:R:3:lowdin_charge:R:1 method="wB97M-V/def2-TZVPD" total_charge=+2 spin_multiplicity=5 homo_lumo_gap_ha="0.3096 / 0.2589" e_tot_ev=-141303.3065 s_squared=6.0572 e_homo_ev="-13.59 / -14.67" e_above_lowest_kj_mol=0.0
Ir -0.080589 -0.057245 -0.564451 -0.2865 0.0885 -0.3879 1.402
Sb 0.917517 -3.846427 -0.242582 -0.2952 -0.1164 0.1038 1.419
Se 2.384851 -0.113164 -0.707852 0.4035 0.4014 -0.1984 1.240
F -0.527761 -4.969774 0.074432 -0.0025 -0.0117 0.0252 -0.311
F 0.379566 -3.596917 -2.055416 0.0300 -0.0219 -0.0295 -0.346
F 2.142458 -5.209062 -0.531485 -0.0226 0.0156 -0.1001 -0.307
F -0.292626 -2.319898 0.059256 0.0716 -0.0725 0.1160 -0.407
F 1.361552 -3.635801 1.574525 -0.0140 -0.0628 -0.0441 -0.311
F 2.244250 -2.529511 -0.640087 0.0551 -0.5680 -0.1562 -0.461
O 0.330985 2.219012 -0.803647 -0.0270 -0.1599 0.0694 -0.090
O -3.951644 -0.838629 -0.969178 -0.1571 0.2213 -0.1561 0.106
O 0.295370 0.328084 1.402140 -0.1003 0.0017 0.2836 -0.162
O -2.022963 0.053953 -0.335004 -0.0418 0.0573 0.0141 -0.168
N -4.915147 0.869915 -3.063274 0.0472 -0.0941 0.1289 0.104
N -4.927494 2.219672 -1.203153 0.1428 -0.1287 0.0594 0.227
N -0.655514 -0.807286 -2.423182 0.0239 -0.0764 -0.0592 -0.039
N -3.995615 2.990764 -3.173100 -0.0069 -0.0354 0.0463 0.221
C 5.821466 5.477201 -0.458330 -0.0055 -0.0266 0.0365 -0.031
C -2.037613 -1.371928 -2.293223 0.0785 0.0867 -0.0918 -0.256
C 4.385168 -2.987503 4.991393 0.0130 0.0001 -0.0040 -0.045
C -2.770643 -0.683536 -1.152329 0.0594 0.0406 0.1216 -0.545
C 1.498874 2.670317 -0.674236 0.1082 0.1404 -0.0286 -0.335
C -0.261578 4.591352 0.890979 0.0675 -0.0124 0.0440 -0.028
C 1.746908 4.104263 -0.560142 -0.0145 -0.0172 -0.0298 -0.040
C 2.648538 1.794391 -0.692173 -0.1328 0.0527 0.0539 -0.339
C -0.178242 1.182446 4.287814 -0.0118 -0.0210 -0.0170 -0.021
C 0.598182 5.068122 -0.291819 0.0226 0.0504 -0.1096 -0.529
C 3.501295 -1.258136 1.665908 -0.0117 0.0893 0.0908 -0.020
C 2.465399 -0.548741 1.167704 -0.0302 0.1352 0.1837 -0.346
C 3.455432 -1.704040 3.022314 -0.0035 0.0184 -0.0663 -0.085
C 1.269483 -0.627669 3.344869 0.1244 0.0236 0.0455 -0.030
C 5.497853 4.233769 -1.299782 -0.0160 0.0061 -0.0249 -0.550
C -3.027682 -0.132059 -4.426275 -0.0453 -0.1037 0.0464 -0.146
C 3.908246 2.276353 -0.865593 -0.0021 0.0863 0.1022 -0.019
C -0.261660 5.171337 -1.565540 -0.0278 -0.0923 0.0239 -0.029
C 4.559638 -2.603771 3.522863 0.0019 -0.0127 -0.0197 -0.544
C 4.135323 3.675050 -0.949479 -0.0167 -0.0646 -0.0047 -0.091
C 5.916265 -1.899711 3.346021 -0.0197 0.0151 0.0014 -0.023
C 0.223729 -0.875954 5.620127 -0.0078 0.0016 -0.0137 -0.049
C 2.354024 -1.342374 3.809258 -0.0415 0.0051 0.0172 0.075
C 1.126232 6.463860 0.056463 -0.0462 0.0180 -0.0470 -0.050
C 6.612762 3.201540 -1.114709 0.0010 0.0045 0.0174 -0.050
C 0.047682 -0.337674 4.198280 -0.0029 0.0132 0.0161 -0.523
C 5.426488 4.633554 -2.790080 0.0226 0.0069 0.0324 -0.017
C -4.454319 0.427190 -4.373543 0.0645 -0.0884 -0.0586 -0.146
C -2.789501 -1.434031 -3.623016 -0.0540 0.0636 -0.0372 -0.109
C 3.035757 4.534350 -0.748925 0.0124 0.0010 0.1211 0.059
C -4.608124 2.018921 -2.482246 -0.0476 0.0880 -0.0669 -0.428
C -1.182844 -1.030229 3.577324 -0.0331 0.0326 -0.0056 -0.013
C 1.302714 -0.241182 1.952595 0.0797 0.0668 -0.1809 -0.312
C 4.523550 -3.886763 2.663989 0.0020 -0.0109 0.0371 -0.016
H -0.679346 4.199935 -1.834506 -0.0176 0.0345 0.0043 0.068
H -1.077605 5.300032 1.037642 0.0045 0.0121 0.0153 0.092
H 3.227560 5.596036 -0.725808 0.0157 -0.0188 -0.0304 0.106
H -0.031742 -1.573752 -2.685781 -0.0053 -0.0266 0.0114 0.095
H -0.688562 3.604523 0.732388 -0.0102 -0.0193 -0.0249 0.070
H 5.279881 -4.577593 3.037318 0.0126 -0.0025 -0.0114 0.101
H 5.979161 -1.003508 3.965222 -0.0017 0.0000 0.0031 0.097
H 0.328633 5.541025 -2.405386 -0.0014 0.0104 0.0016 0.095
H 0.324381 4.572599 1.812332 0.0007 -0.0103 -0.0051 0.099
H 2.337194 -1.685712 4.830481 -0.0042 0.0028 -0.0060 0.100
H -1.469007 -0.588985 2.625078 0.0088 -0.0099 0.0197 0.070
H 6.838049 5.800123 -0.679897 -0.0005 0.0104 -0.0086 0.097
H 1.844380 6.429094 0.877284 -0.0285 0.0177 0.0229 0.099
H 4.742203 -3.689201 1.613777 -0.0011 0.0061 -0.0110 0.089
H 5.762334 5.263980 0.610286 0.0085 -0.0037 -0.0010 0.100
H -2.226408 -2.126283 -4.250657 -0.0358 -0.0294 -0.0231 0.130
H 7.573376 3.676184 -1.309260 0.0027 -0.0020 -0.0130 0.097
H 6.640126 2.810643 -0.095239 0.0039 0.0081 0.0026 0.098
H -4.577242 1.238804 -5.093073 0.0226 -0.0406 -0.0161 0.123
H 3.473211 -3.564081 5.154212 -0.0009 0.0018 0.0045 0.097
H -3.972069 2.952055 -4.177551 0.0026 0.0214 -0.0002 0.117
H 6.710389 -2.580561 3.651862 0.0078 0.0029 0.0031 0.099
H 1.592332 6.958853 -0.796872 0.0176 -0.0188 -0.0060 0.092
H 4.671304 5.402498 -2.958373 0.0006 -0.0014 -0.0079 0.090
H -1.000124 -2.095656 3.427357 0.0072 -0.0093 0.0164 0.100
H -1.079339 5.873444 -1.392035 0.0071 0.0165 0.0039 0.091
H -2.299621 0.653239 -4.193494 -0.0408 0.0205 0.0932 0.105
H -2.022715 -0.924107 4.264866 -0.0010 -0.0196 0.0072 0.097
H 6.393711 5.031829 -3.098617 -0.0016 0.0081 -0.0040 0.101
H -0.667043 -0.630723 6.197308 0.0005 0.0025 0.0082 0.097
H 0.333308 -1.961669 5.634857 -0.0040 0.0005 0.0065 0.098
H -1.898120 -2.399355 -1.952235 -0.0090 -0.0351 0.0523 0.151
H -3.744508 -1.922901 -3.421424 0.0175 -0.0400 0.0016 0.133
H 1.078147 -0.424963 6.128351 0.0005 -0.0040 -0.0024 0.096
H 5.163358 6.315900 -0.682530 0.0017 0.0043 0.0051 0.081
H -3.885563 3.900204 -2.756830 -0.0089 0.0079 -0.0183 0.130
H -1.071228 1.368857 4.885604 0.0086 0.0097 0.0120 0.097
H 5.224436 -3.612146 5.294966 -0.0038 -0.0106 0.0027 0.098
H -0.624859 -0.119668 -3.171034 0.0182 0.0133 0.0096 0.107
H 3.549323 -4.373338 2.722790 0.0299 0.0092 0.0070 0.087
H -4.611419 3.047585 -0.726787 -0.0621 0.0280 -0.0216 0.133
H 5.196208 3.773431 -3.421160 0.0014 0.0042 -0.0006 0.094
H 6.522851 2.367027 -1.812043 0.0021 -0.0019 0.0037 0.087
H 0.663119 1.673455 4.780342 0.0033 -0.0057 0.0003 0.096
H 4.374634 -2.113667 5.645582 0.0051 0.0033 -0.0020 0.096
H -5.130469 1.420072 -0.619903 0.0122 -0.0376 0.0033 0.128
H 4.743103 1.592980 -0.939587 -0.0038 -0.0037 -0.0397 0.110
H -2.871421 -0.372263 -5.479070 0.0984 0.0678 -0.0138 0.124
H -5.143294 -0.354271 -4.690961 -0.0568 0.0441 0.0008 0.140
H 4.340566 -1.522349 1.036848 -0.0090 -0.0230 0.0088 0.125
H 6.107766 -1.617367 2.310070 0.0142 -0.0172 0.0010 0.079
H -0.327559 1.635091 3.309677 -0.0060 -0.0035 -0.0247 0.071
H -5.306233 0.157571 -2.462403 0.0718 -0.0139 0.0634 0.149
H 0.291555 7.089749 0.371314 -0.0013 0.0059 -0.0042 0.096